No. 1
# C34H94BFN10O10S

A 8-piece molecular cluster, C34H94BFN10O10S overall at a distorted geometry (ωB97M-V/def2-TZVPD, the Open Molecules 2025 dataset).

Kohn-Sham gap, eV: 8.04
Structure (SMILES): CCCCNN(B(O)N(C)C)S(=O)(=O)F.COC[C@@H](C)N.COC[C@@H](C)N.COC[C@@H](C)N.COC[C@@H](C)N.COC[C@@H](C)N.COC[C@@H](C)N.COC[C@@H](C)N

Each line ends with the Löwdin charge.
Atoms and positions in Å:
C (-4.18, -2.20, -1.20)  -0.130
C (-3.39, -3.21, -0.13)  -0.242
C (-1.91, -3.66, -0.76)  -0.161
C (-0.75, -2.72, 0.01)  -0.181
N (0.43, -2.69, -0.92)  -0.053
N (1.24, -1.59, -0.77)  -0.153
B (1.67, -1.31, 0.65)  -0.506
O (2.69, -2.21, 1.29)  0.040
N (1.16, -0.14, 1.52)  -0.138
C (2.30, 0.61, 2.16)  -0.112
C (0.13, -0.63, 2.53)  -0.111
S (0.74, -0.19, -1.66)  0.932
O (1.00, -0.44, -3.19)  -0.349
O (-0.75, 0.21, -1.49)  -0.328
F (1.69, 1.17, -1.19)  -0.221
H (-5.23, -1.85, -0.77)  0.079
H (-4.32, -2.83, -2.21)  0.075
H (-3.57, -1.21, -1.40)  0.084
H (-4.06, -4.13, 0.15)  0.103
H (-3.20, -2.60, 0.87)  0.105
H (-1.79, -4.80, -0.52)  0.115
H (-1.98, -3.42, -1.91)  0.092
H (-1.28, -1.69, 0.20)  0.112
H (-0.56, -3.30, 1.03)  0.143
H (0.19, -2.91, -1.91)  0.140
H (3.21, -2.58, 0.49)  0.132
H (2.23, 1.76, 1.87)  0.100
H (2.31, 0.57, 3.34)  0.094
H (3.38, 0.25, 1.82)  0.101
H (0.30, -0.25, 3.62)  0.091
H (0.22, -1.82, 2.53)  0.071
H (-0.96, -0.39, 2.11)  0.105
C (4.97, 0.42, -5.89)  -0.072
C (3.95, -0.41, -5.13)  -0.421
C (4.02, -1.92, -5.46)  -0.193
O (3.44, -2.28, -6.72)  -0.193
C (4.30, -2.08, -7.83)  -0.110
N (2.60, 0.13, -5.39)  0.054
H (4.70, 0.58, -6.94)  0.060
H (5.06, 1.42, -5.44)  0.077
H (5.96, -0.04, -5.86)  0.075
H (4.16, -0.29, -4.06)  0.132
H (3.43, -2.46, -4.70)  0.118
H (5.04, -2.30, -5.37)  0.115
H (5.35, -2.27, -7.59)  0.091
H (4.17, -1.07, -8.22)  0.056
H (3.99, -2.78, -8.62)  0.091
H (1.93, -0.37, -4.80)  0.018
H (2.34, -0.14, -6.34)  0.029
C (0.43, -3.36, 6.16)  -0.064
C (1.34, -3.61, 4.97)  -0.413
C (2.51, -4.57, 5.27)  -0.192
O (3.58, -3.99, 6.02)  -0.192
C (3.35, -3.94, 7.42)  -0.108
N (1.83, -2.31, 4.47)  0.051
H (0.87, -2.69, 6.90)  0.067
H (-0.51, -2.90, 5.84)  0.053
H (0.18, -4.30, 6.67)  0.085
H (0.73, -4.07, 4.18)  0.135
H (2.96, -4.88, 4.31)  0.122
H (2.16, -5.50, 5.75)  0.118
H (2.79, -4.81, 7.78)  0.090
H (2.85, -3.02, 7.69)  0.072
H (4.33, -3.94, 7.92)  0.088
H (2.36, -2.48, 3.61)  0.058
H (2.54, -1.98, 5.13)  0.084
C (0.59, 2.06, -10.00)  -0.073
C (1.68, 1.04, -9.68)  -0.419
C (1.88, -0.01, -10.80)  -0.196
O (0.87, -1.03, -10.84)  -0.194
C (-0.31, -0.65, -11.52)  -0.109
N (1.37, 0.41, -8.39)  0.053
H (-0.42, 1.66, -9.88)  0.064
H (0.66, 2.92, -9.33)  0.080
H (0.69, 2.44, -11.03)  0.078
H (2.62, 1.60, -9.58)  0.136
H (2.82, -0.53, -10.60)  0.114
H (1.99, 0.46, -11.78)  0.117
H (-0.12, 0.01, -12.36)  0.090
H (-1.01, -0.18, -10.82)  0.072
H (-0.79, -1.56, -11.89)  0.087
H (2.15, -0.20, -8.14)  0.037
H (0.60, -0.24, -8.55)  0.084
C (-3.59, -0.72, 7.61)  -0.070
C (-2.29, -0.74, 6.82)  -0.430
C (-1.50, 0.58, 6.88)  -0.192
O (-2.03, 1.62, 6.05)  -0.190
C (-3.12, 2.33, 6.63)  -0.102
N (-2.58, -1.13, 5.43)  0.045
H (-4.38, -0.16, 7.10)  0.065
H (-3.97, -1.73, 7.75)  0.078
H (-3.44, -0.27, 8.60)  0.076
H (-1.65, -1.52, 7.26)  0.118
H (-0.49, 0.39, 6.50)  0.117
H (-1.38, 0.93, 7.91)  0.110
H (-3.02, 2.43, 7.71)  0.075
H (-4.06, 1.84, 6.37)  0.073
H (-3.14, 3.33, 6.19)  0.091
H (-1.69, -1.24, 4.93)  0.042
H (-3.01, -0.32, 4.97)  0.076
C (2.35, 6.47, 0.07)  -0.079
C (2.53, 5.13, -0.63)  -0.429
C (2.75, 5.26, -2.16)  -0.196
O (1.56, 5.54, -2.90)  -0.190
C (1.19, 6.91, -2.92)  -0.110
N (1.38, 4.27, -0.33)  0.045
H (1.36, 6.91, -0.09)  0.063
H (2.46, 6.35, 1.16)  0.075
H (3.10, 7.20, -0.26)  0.076
H (3.43, 4.67, -0.21)  0.133
H (3.11, 4.30, -2.53)  0.121
H (3.53, 5.99, -2.39)  0.115
H (2.05, 7.58, -2.92)  0.088
H (0.54, 7.13, -2.07)  0.072
H (0.61, 7.09, -3.83)  0.087
H (1.55, 3.34, -0.72)  0.041
H (0.58, 4.62, -0.87)  0.076
C (-3.04, -4.66, -7.10)  -0.075
C (-4.40, -4.20, -6.60)  -0.430
C (-4.40, -2.75, -6.06)  -0.193
O (-3.83, -2.61, -4.76)  -0.212
C (-2.41, -2.53, -4.74)  -0.105
N (-4.89, -5.15, -5.60)  0.033
H (-2.35, -4.90, -6.29)  0.064
H (-3.14, -5.57, -7.71)  0.077
H (-2.57, -3.89, -7.73)  0.078
H (-5.09, -4.22, -7.46)  0.134
H (-5.45, -2.43, -5.96)  0.121
H (-3.93, -2.05, -6.77)  0.118
H (-2.02, -2.01, -5.62)  0.095
H (-1.99, -3.53, -4.67)  0.073
H (-2.11, -1.98, -3.85)  0.074
H (-5.85, -4.89, -5.34)  0.072
H (-4.36, -4.98, -4.74)  0.068
C (-1.59, 5.26, 12.23)  -0.076
C (-1.40, 3.92, 11.53)  -0.429
C (-1.19, 4.05, 10.00)  -0.193
O (-2.38, 4.33, 9.26)  -0.216
C (-2.75, 5.70, 9.25)  -0.100
N (-2.56, 3.06, 11.84)  0.036
H (-2.58, 5.69, 12.07)  0.064
H (-1.47, 5.14, 13.32)  0.078
H (-0.84, 5.99, 11.90)  0.078
H (-0.51, 3.45, 11.95)  0.135
H (-0.83, 3.08, 9.63)  0.113
H (-0.40, 4.78, 9.77)  0.119
H (-1.88, 6.37, 9.24)  0.092
H (-3.40, 5.92, 10.10)  0.074
H (-3.33, 5.88, 8.34)  0.089
H (-2.38, 2.13, 11.44)  0.069
H (-3.35, 3.41, 11.29)  0.072

No. 2
# C2H2ClNO

One molecule with the formula C2H2ClNO at a distorted geometry (ωB97M-V/def2-TZVPD, the Open Molecules 2025 dataset).

Kohn-Sham gap, eV: 10.39
Structure (SMILES): O=C1N[C@@H]1Cl
Energy above the lowest of the compared OMol25 structures with the same formula, charge and spin, eV: 1.040

Each line ends with the Löwdin charge.
Atoms and positions in Å:
C (-0.34, -1.53, 0.02)  -0.468
C (0.55, -0.41, 0.41)  -0.470
N (-0.52, -0.30, -0.50)  0.135
O (-0.72, -2.65, 0.02)  0.151
Cl (2.43, -0.30, -0.08)  0.433
H (0.41, 0.10, 1.38)  0.100
H (-0.44, -0.10, -1.44)  0.119

No. 3
# CH2N2O3

A 2-piece molecular cluster, CH2N2O3 overall at a distorted geometry (ωB97M-V/def2-TZVPD, the Open Molecules 2025 dataset).

Kohn-Sham gap, eV: 11.14
Structure (SMILES): [O-][N+]1=NO1.C=O
Energy above the lowest of the compared OMol25 structures with the same formula, charge and spin, eV: 6.194

Each line ends with the Löwdin charge.
Atoms and positions in Å:
C (0.00, 0.45, -0.23)  -0.175
N (-3.62, -1.31, -0.78)  0.212
N (-3.51, -1.01, 0.37)  -0.409
O (-4.24, 0.00, -0.36)  -0.009
O (-3.18, -1.09, 1.46)  0.174
O (-0.82, -0.33, 0.00)  -0.003
H (-0.39, 1.42, -0.66)  0.096
H (1.11, 0.06, -0.36)  0.114

No. 4
# C6H9NO2

One molecule with the formula C6H9NO2 at a distorted geometry (ωB97M-V/def2-TZVPD, the Open Molecules 2025 dataset).

Kohn-Sham gap, eV: 9.01
Structure (SMILES): O=C[C@@]12CCN[C@H]1[C@@H]2O
Energy above the lowest of the compared OMol25 structures with the same formula, charge and spin, eV: 5.944

Each line ends with the Löwdin charge.
Atoms and positions in Å:
C (1.48, 0.58, -0.38)  -0.283
C (0.68, -0.61, -0.49)  -0.220
C (-1.36, -1.19, 0.06)  -0.131
C (-0.76, -0.21, 1.31)  -0.075
C (0.22, 0.61, 0.53)  -0.216
C (-0.69, 1.60, -0.20)  -0.192
H (3.31, -0.13, -0.23)  0.071
H (1.48, 1.20, -1.30)  0.160
H (1.32, -1.16, 0.30)  0.182
H (-0.87, -0.42, -1.70)  0.142
H (-2.32, -0.90, -0.35)  0.106
H (-1.29, -2.18, 0.46)  0.096
H (-1.26, 0.55, 1.87)  0.095
H (-0.18, -0.81, 2.06)  0.120
H (-0.08, 2.32, -0.82)  0.123
N (-0.44, -1.14, -1.07)  0.007
O (2.71, 0.38, 0.25)  0.032
O (-1.96, 1.50, -0.31)  -0.017

No. 5
# C4H5NO2

One molecule with the formula C4H5NO2 (ωB97M-V/def2-TZVPD, the Open Molecules 2025 dataset).

Kohn-Sham gap, eV: 9.66
Structure (SMILES): NC1=CCOC1=O
Energy above the lowest of the compared OMol25 structures with the same formula, charge and spin, eV: 0.512

Each line ends with the Löwdin charge.
Atoms and positions in Å:
N (0.95, 1.60, 0.72)  0.128
C (0.30, 0.51, 0.22)  -0.271
C (-0.96, 0.31, -0.17)  0.000
C (-1.16, -1.17, -0.31)  -0.160
O (0.16, -1.72, -0.40)  0.038
C (1.05, -0.75, -0.09)  -0.435
O (2.24, -0.87, -0.17)  0.126
H (0.64, 2.51, 0.39)  0.103
H (1.95, 1.49, 0.83)  0.098
H (-1.76, -1.41, -1.19)  0.125
H (-1.72, 1.03, -0.45)  0.114
H (-1.62, -1.61, 0.58)  0.132